Arrangement 1

Molecular formula: C3H2N4O
Method: DFT, the ωB97M-V functional and the def2-TZVPD basis

Cartesian coordinates (Å):
1 C 1.84 -0.25 -0.02
2 C -0.22 -0.85 0.11
3 C -0.10 0.46 0.16
4 H 2.97 -0.11 -0.15
5 H -1.62 1.87 0.06
6 N 1.18 -1.38 -0.09
7 N -1.52 -1.35 0.09
8 N -2.25 -0.24 -0.12
9 N -1.43 0.89 -0.07
10 O 1.14 0.95 0.01

Output
HOMO energy in eV: -9.89
Orbital gap in eV: 10.39
SMILES string: c1nc2nn[nH]c2o1
Charge: 0
Spin multiplicity: 1

Results of the Löwdin charge analysis, in e, for atoms 1 through 5:
1 C -0.18
2 C -0.27
3 C -0.30
4 H 0.16
5 H 0.15

Arrangement 2

Molecular formula: C3H2N4O
Method: DFT, the ωB97M-V functional and the def2-TZVPD basis

Cartesian coordinates (Å):
1 C -1.12 -0.29 0.22
2 C -0.49 0.88 -0.53
3 C 0.81 0.87 0.05
4 H -1.11 1.68 -0.89
5 H 1.47 1.83 -0.24
6 N 1.49 -0.12 0.72
7 N 1.18 -1.27 0.68
8 N 0.42 -1.75 -0.49
9 N -0.74 -1.43 -0.55
10 O -1.91 -0.41 1.04

Output
HOMO energy in eV: -9.33
Orbital gap in eV: 8.05
SMILES string: O=c1ccnnnn1
Charge: 0
Spin multiplicity: 1

Results of the Löwdin charge analysis, in e, for atoms 1 through 5:
1 C -0.55
2 C 0.07
3 C -0.13
4 H 0.10
5 H 0.15

Which of them is the most stable, and which is the least stable? arrangement 1 and arrangement 2, in that order.

Arrangement 1

Molecular formula: CH2O2S3
Method: DFT, the ωB97M-V functional and the def2-TZVPD basis

Cartesian coordinates (Å):
1 C -0.33 0.16 0.42
2 O 1.99 -0.60 -0.80
3 O 0.22 0.24 -2.27
4 S -0.80 -1.49 -0.03
5 S 0.24 0.53 1.98
6 S 0.64 -0.18 -0.98
7 H -1.30 1.56 -0.78
8 H -0.66 -0.23 2.46

Output
HOMO energy (alpha / beta) in eV: -9.85 / -8.92
Orbital gap (alpha / beta) in eV: 8.38 / 8.00
Charge: 0
Spin multiplicity: 1

Results of the Löwdin charge analysis, in e, for atoms 1 through 5:
1 C -1.27
2 O -0.31
3 O -0.33
4 S 0.66
5 S 0.79

Arrangement 2

Molecular formula: CH2O2S3
Method: DFT, the ωB97M-V functional and the def2-TZVPD basis

Cartesian coordinates (Å):
1 C -0.28 0.54 -0.35
2 O -2.35 -0.76 1.27
3 O -3.31 0.23 -0.76
4 S -0.45 1.90 0.52
5 S 0.73 -0.87 0.12
6 S -2.33 -0.59 -0.15
7 H -0.39 0.34 -1.47
8 H 1.02 -0.39 1.33

Output
HOMO energy in eV: -9.50
Orbital gap in eV: 7.29
Charge: 0
Spin multiplicity: 1

Results of the Löwdin charge analysis, in e, for atoms 1 through 5:
1 C -1.28
2 O -0.41
3 O -0.37
4 S 0.68
5 S 0.70

Which of them is the most stable, and which is the least stable? arrangement 2 and arrangement 1, in that order.

Arrangement 1

Molecular formula: C4H6S2
Method: DFT, the ωB97M-V functional and the def2-TZVPD basis

Cartesian coordinates (Å):
1 C -1.23 -1.19 -0.26
2 C -0.70 -0.06 0.46
3 C 0.71 0.08 0.34
4 C 1.35 1.22 -0.31
5 H -0.53 -1.80 -0.95
6 H -1.98 -1.39 0.37
7 H -1.30 -0.16 1.48
8 H 1.18 -0.33 1.30
9 H 2.24 1.72 0.10
10 H 0.53 1.96 -0.64
11 S -1.70 0.52 -0.93
12 S 1.42 -0.59 -0.97

Output
HOMO energy in eV: -8.79
Orbital gap in eV: 9.25
SMILES string: C1S[C@@H]1[C@@H]1CS1
Charge: 0
Spin multiplicity: 1

Results of the Löwdin charge analysis, in e, for atoms 1 through 5:
1 C -0.38
2 C -0.72
3 C -0.93
4 C -0.26
5 H 0.07

Arrangement 2

Molecular formula: C4H6S2
Method: DFT, the ωB97M-V functional and the def2-TZVPD basis

Cartesian coordinates (Å):
1 C -1.76 -0.04 -0.04
2 C 0.04 0.29 -0.01
3 C 0.62 -0.15 1.29
4 C 0.71 -0.02 -1.29
5 S -1.30 1.61 0.12
6 S -3.37 -0.78 -0.08
7 H 0.71 -1.20 1.22
8 H -0.02 0.35 2.00
9 H 1.68 0.15 1.33
10 H 1.40 0.90 -1.38
11 H 0.09 -0.25 -2.05
12 H 1.21 -0.86 -1.09

Output
HOMO energy (alpha / beta) in eV: -8.18 / -8.18
Orbital gap (alpha / beta) in eV: 7.89 / 7.89
SMILES string: CC1(C)SC1=S
Charge: 0
Spin multiplicity: 1

Results of the Löwdin charge analysis, in e, for atoms 1 through 5:
1 C -0.95
2 C -0.65
3 C -0.10
4 C -0.08
5 S 0.86

Which of them is the most stable, and which is the least stable? arrangement 2 and arrangement 1, in that order.

Arrangement 1

Molecular formula: C5H10F2O
Method: DFT, the ωB97M-V functional and the def2-TZVPD basis

Cartesian coordinates (Å):
1 C 0.14 1.26 -1.50
2 C -1.32 -0.40 -0.25
3 C 0.96 -0.52 2.24
4 C 0.04 0.00 -0.71
5 C 1.13 0.44 1.09
6 O 1.63 -0.06 3.40
7 F 2.41 0.58 0.67
8 F 0.69 1.69 1.43
9 H 1.17 1.57 -1.63
10 H -0.42 2.06 -1.02
11 H -0.29 1.09 -2.50
12 H -1.82 0.43 0.24
13 H -1.93 -0.69 -1.12
14 H -1.29 -1.25 0.42
15 H 1.41 -1.48 1.98
16 H -0.11 -0.65 2.44
17 H 0.67 -0.81 -1.07
18 H 1.43 0.87 3.52

Output
HOMO energy in eV: -9.02
Orbital gap in eV: 9.94
Charge: 0
Spin multiplicity: 1

Results of the Löwdin charge analysis, in e, for atoms 1 through 5:
1 C -0.11
2 C -0.11
3 C -0.19
4 C -0.23
5 C -0.36

Arrangement 2

Molecular formula: C5H10F2O
Method: DFT, the ωB97M-V functional and the def2-TZVPD basis

Cartesian coordinates (Å):
1 C 0.84 0.82 1.37
2 C 1.09 0.53 -1.12
3 C -0.67 -1.84 0.09
4 C 0.14 0.76 0.04
5 C -1.03 -0.37 -0.02
6 O -1.82 -0.17 -1.18
7 F -0.55 1.95 -0.22
8 F -1.84 -0.11 1.05
9 H 0.20 1.41 2.18
10 H 1.79 1.38 1.22
11 H 1.17 -0.24 1.65
12 H 1.44 1.51 -1.38
13 H 0.69 0.16 -2.00
14 H 1.93 -0.18 -0.91
15 H -0.19 -2.23 -0.73
16 H -1.54 -2.36 0.36
17 H -0.06 -1.80 1.01
18 H -1.60 0.78 -1.43

Output
HOMO energy in eV: -11.03
Orbital gap in eV: 11.85
SMILES string: CC(C)(F)[C@](C)(O)F
Charge: 0
Spin multiplicity: 1

Results of the Löwdin charge analysis, in e, for atoms 1 through 5:
1 C -0.02
2 C -0.01
3 C 0.04
4 C -0.50
5 C -0.53

Which of them is the most stable, and which is the least stable? arrangement 2 and arrangement 1, in that order.